DFT (wB97M-V/def2-TZVPD) results for C49H47BiN4OP2SSi as an isolated structure in a non-equilibrium geometry.

Cartesian coordinates (Å):
C (-0.051, 3.360, -4.828)
H (-6.680, 3.310, 0.142)
C (0.828, 5.969, 1.913)
H (-1.166, 6.515, -4.313)
C (1.677, -4.432, -2.295)
P (1.381, -0.286, 2.140)
C (-3.356, 2.963, 0.686)
N (0.708, -2.705, -0.979)
H (4.430, 3.525, 1.415)
C (-1.715, -1.159, 4.662)
H (1.899, -2.268, -2.574)
C (-2.330, -7.932, -3.297)
C (-0.342, 4.087, 0.238)
H (1.295, 6.697, 2.565)
H (2.985, -1.760, 0.367)
H (-1.568, 5.593, -2.068)
C (1.532, 4.848, 1.509)
H (-1.044, 7.025, 1.794)
H (0.790, 1.738, 4.192)
C (0.157, -3.625, -0.194)
N (-2.099, -0.354, 0.375)
N (-1.209, -0.804, -2.744)
H (-3.846, -1.086, -0.578)
C (-5.620, 3.244, -0.071)
C (2.739, 0.853, 2.595)
H (-2.445, -2.154, -0.633)
H (0.398, 2.737, -5.591)
C (2.937, -2.362, 1.270)
H (1.619, -2.345, 4.393)
C (0.095, -7.221, -4.272)
C (3.624, -3.565, 1.328)
C (-0.739, -1.238, 3.682)
C (-0.886, 0.998, 5.308)
N (-2.212, -7.772, -4.612)
H (-2.860, 0.390, -2.254)
H (5.139, 1.251, 4.960)
H (-0.692, -2.115, 3.045)
H (2.299, -4.719, -3.132)
H (3.892, 2.111, -1.414)
C (-1.790, -0.038, 5.482)
C (1.091, -5.393, -1.484)
H (-2.580, 0.534, 0.466)
C (4.892, 2.484, 3.212)
C (0.190, -0.209, 3.514)
H (1.048, -6.943, -4.702)
C (-5.160, 3.361, -1.373)
Si (2.018, 2.329, 0.153)
H (-0.942, 1.879, 5.935)
C (2.197, -1.912, 2.366)
C (-2.878, 3.091, -0.622)
H (-1.222, -0.358, -3.654)
H (0.016, 1.815, -3.344)
C (-0.284, 2.836, -3.561)
C (3.488, 0.623, 3.751)
C (-0.479, 6.155, 1.483)
C (-0.045, -7.381, -2.902)
C (0.975, 3.869, 0.674)
C (-0.375, 4.678, -5.101)
H (2.821, -4.486, 4.484)
H (5.741, 3.118, 3.438)
H (-1.029, -1.796, -2.846)
C (-1.016, -7.425, -5.079)
C (-1.057, 5.218, 0.646)
C (-2.756, -1.106, -0.708)
H (-0.936, -7.304, -6.153)
C (2.172, -2.684, 3.525)
C (1.459, -3.091, -2.008)
C (-1.149, 4.961, -2.841)
S (1.345, -7.133, -1.805)
H (-5.058, 2.947, 1.982)
C (-3.800, 3.283, -1.649)
H (3.237, -0.209, 4.400)
H (-0.425, -3.259, 0.647)
H (-3.276, -1.260, -2.714)
H (-2.420, -1.971, 4.786)
H (-2.551, 0.024, 6.249)
C (4.143, 2.710, 2.071)
H (-1.432, -7.901, -1.342)
C (-0.923, 5.480, -4.104)
H (-3.458, 3.372, -2.673)
C (-0.843, 3.628, -2.561)
C (-2.556, -0.655, -2.149)
C (4.558, 1.438, 4.066)
C (0.097, 0.917, 4.329)
H (-2.076, 5.367, 0.311)
H (-2.227, -0.873, 1.237)
H (-3.311, -8.221, -2.935)
C (3.575, -4.337, 2.480)
C (0.320, -4.984, -0.402)
H (-2.655, 2.812, 1.502)
P (-1.087, 2.871, -0.916)
C (3.033, 1.920, 1.735)
H (4.195, -3.896, 0.470)
H (4.107, -5.279, 2.526)
C (3.229, 2.935, -1.146)
C (2.852, -3.893, 3.578)
H (3.820, 3.798, -0.826)
H (-5.860, 3.516, -2.184)
O (2.033, -0.009, -2.159)
C (-1.285, -7.753, -2.403)
C (-4.712, 3.042, 0.961)
H (-0.132, -5.707, 0.263)
H (2.548, 4.723, 1.863)
Bi (0.537, 0.116, -0.847)
H (2.673, 3.213, -2.044)
H (-0.191, 5.090, -6.085)

Values from the calculation:
LUMO: 0.10 eV
Energy above the lowest of the compared OMol25 structures with the same formula, charge and spin: 0.0 kcal/mol
Strongest force on any atom: 2.27 eV/A
Gap between HOMO and LUMO: 0.2245 Eh
Spin multiplicity: 1
Energy: -3774.63246 a.u.

Mulliken population analysis, charges in e, atoms 1 to 5:
1. C -0.89
2. H 0.39
3. C -1.00
4. H 0.41
5. C -0.92